No. 1
Here is a molecular structure, C15H20N4O4 in a non-equilibrium geometry from the Open Molecules 2025 dataset. Energies are from ωB97M-V with the def2-TZVPD basis set.

Last column: natural (NBO) charge in e.
CARTESIAN COORDINATES (ANGSTROEM)
C: -2.539 -1.938 -0.837  -0.602
C: -2.224 -0.699 -0.122  -0.035
C: -3.201 0.376 0.040  0.114
C: -3.099 1.359 0.862  -0.242
C: -1.916 1.381 1.368  -0.065
C: -0.990 0.540 1.388  -0.249
C: -1.236 -0.614 0.698  0.203
N: -0.145 -1.396 0.187  -0.620
C: 0.944 -1.605 0.964  0.597
O: 1.248 -1.158 2.123  -0.626
C: 1.931 -2.395 0.416  -0.270
N: 2.899 -1.890 -0.542  -0.450
C: 2.590 -1.536 -1.779  -0.172
C: 2.147 0.194 -1.483  -0.423
H: 1.204 0.174 -1.058  0.208
H: 1.848 0.489 -2.383  0.208
C: 3.244 0.773 -0.777  -0.325
C: 2.623 2.262 -0.404  0.737
O: 1.600 2.633 -0.296  -0.570
N: 3.564 3.341 -0.333  -0.930
H: 4.519 3.114 -0.719  0.380
H: 3.197 4.317 -0.019  0.417
C: 3.624 0.371 0.538  -0.474
C: 3.958 -1.154 0.401  -0.099
H: 4.908 -1.058 -0.657  0.104
H: 4.353 -1.665 1.164  0.194
H: 2.815 0.112 1.190  0.254
H: 4.515 0.946 0.892  0.238
H: 4.001 0.994 -1.374  0.211
H: 3.457 -1.429 -2.282  0.196
H: 1.778 -1.841 -2.158  0.193
H: 1.423 -3.354 -0.339  0.152
H: 2.541 -3.084 1.220  0.249
H: -0.244 -2.095 -0.553  0.431
H: -0.013 0.697 1.818  0.278
H: -1.725 2.622 2.182  0.155
H: -3.926 2.115 0.828  0.267
N: -4.644 0.237 -0.316  0.436
O: -4.738 -0.273 -1.654  -0.434
O: -5.698 0.851 0.090  -0.303
H: -2.132 -2.882 -0.220  0.213
H: -2.215 -1.792 -1.643  0.180
H: -3.738 -2.144 -1.111  0.273

The calculated total energy is -1102.91487 hartree. The energy above the lowest of the compared OMol25 structures with the same formula, charge and spin is 452.95 kcal per mole. The total charge is 0. The calculation puts the HOMO energy at -0.2824 hartree.

=====

No. 2
Here is C15H20O2SSi in the gas phase in a non-equilibrium geometry from the Open Molecules 2025 dataset. Energies are from ωB97M-V with the def2-TZVPD basis set.

Last column: natural (NBO) charge in e.
CARTESIAN COORDINATES (ANGSTROEM)
S: 5.318 0.265 -4.581  -0.099
O: 3.974 -1.089 -2.776  -0.423
O: -0.118 -1.555 0.853  -0.845
C: 4.173 0.153 -3.381  0.179
C: 3.539 1.339 -2.987  -0.296
C: 2.597 1.291 -2.023  -0.103
C: 1.795 -2.460 -0.278  -0.240
C: 2.780 -2.362 -1.197  -0.230
C: 1.309 -0.131 -0.439  -0.273
C: 0.953 -1.364 0.083  0.381
C: 3.014 -1.149 -1.824  0.307
C: 2.279 0.026 -1.444  -0.134
C: -1.564 1.601 -0.531  -0.638
C: -3.050 1.416 1.453  -0.626
C: -2.961 -0.529 -0.341  -0.616
C: -0.127 0.811 2.681  -1.192
C: -2.112 -1.377 2.696  -1.153
C: -2.189 0.634 0.490  -0.486
Si: -1.001 -0.365 1.638  1.964
H: 3.927 2.295 -3.346  0.255
H: 2.059 2.212 -1.730  0.226
H: 1.445 -3.407 0.046  0.222
H: 3.437 -3.137 -1.462  0.233
H: 0.659 0.678 -0.095  0.217
H: -0.982 2.401 -0.042  0.208
H: -2.255 2.129 -1.200  0.212
H: -1.078 1.072 -1.376  0.218
H: -3.881 1.939 0.967  0.217
H: -3.478 0.674 2.188  0.209
H: -2.495 2.120 2.114  0.209
H: -2.227 -1.288 -0.596  0.211
H: -3.758 -1.029 0.203  0.212
H: -3.341 -0.119 -1.280  0.208
H: 0.480 1.480 2.167  0.245
H: -0.723 1.364 3.388  0.261
H: 0.547 0.115 3.129  0.244
H: -2.034 -0.858 3.580  0.228
H: -1.750 -2.354 2.837  0.249
H: -3.163 -1.441 2.416  0.245

The calculated total energy is -1421.73571 hartree. The energy above the lowest of the compared OMol25 structures with the same formula, charge and spin is 23.73 kcal per mole. Its SMILES is CC(C)(C)[Si](C)(C)Oc1ccc2oc(=S)ccc2c1. The total charge is 0. The calculation puts the HOMO energy at -0.2933 hartree.

=====

No. 3
Here is a molecular structure, C15H21As2MgN5S5 in a non-equilibrium geometry from the Open Molecules 2025 dataset. Energies are from ωB97M-V with the def2-TZVPD basis set.

Last column: natural (NBO) charge in e.
CARTESIAN COORDINATES (ANGSTROEM)
Mg: -0.899 -0.865 1.529  1.538
S: 4.946 -0.675 6.404  -0.300
C: 3.666 -0.694 5.314  -0.584
S: 3.825 -1.003 3.647  0.475
C: 2.161 -0.813 3.144  -0.420
C: 1.302 -0.495 4.142  -0.425
S: -0.425 -0.241 4.025  -0.517
S: 2.048 -0.349 5.717  0.476
S: 1.776 -1.068 1.457  -0.528
C: -1.544 -1.045 -2.975  -0.972
As: -0.325 -0.443 -1.560  0.953
C: 1.341 -1.072 -2.508  -0.999
C: -0.152 1.442 -2.140  -0.339
C: -0.055 1.773 -3.491  -0.167
C: 0.082 3.091 -3.902  -0.257
C: 0.127 4.105 -2.953  -0.237
C: 0.033 3.784 -1.605  -0.223
C: -0.109 2.463 -1.183  -0.314
As: -0.257 1.987 0.729  0.969
C: -1.493 3.406 1.272  -0.971
C: 1.398 2.904 1.339  -0.985
H: -1.080 -1.001 -3.962  0.186
H: -2.439 -0.427 -2.941  0.238
H: -1.827 -2.074 -2.748  0.220
H: 1.460 -0.674 -3.520  0.185
H: 1.303 -2.164 -2.552  0.199
H: 2.199 -0.788 -1.896  0.229
H: -0.084 0.988 -4.239  0.185
H: 0.156 3.326 -4.959  0.189
H: 0.235 5.140 -3.261  0.190
H: 0.067 4.579 -0.867  0.197
H: -1.057 4.400 1.149  0.188
H: -1.734 3.240 2.322  0.232
H: -2.405 3.310 0.684  0.235
H: 1.486 3.933 0.979  0.186
H: 2.254 2.313 1.012  0.233
H: 1.380 2.897 2.430  0.225
C: -2.656 -0.226 0.606  -1.771
H: -3.353 0.518 1.033  0.145
H: -3.279 -0.951 0.039  0.140
N: -1.600 -5.933 -0.625  -0.608
N: -1.153 -4.914 0.225  0.156
N: -0.647 -5.153 1.402  -0.303
C: -0.378 -3.917 1.817  0.140
N: -0.722 -3.006 0.885  -0.339
N: -1.216 -3.682 -0.123  -0.040
H: -0.949 -6.699 -0.490  0.368
H: -1.486 -5.563 -1.564  0.378
H: 0.075 -3.663 2.761  0.244

The calculated total energy is -7520.44198 hartree. The energy above the lowest of the compared OMol25 structures with the same formula, charge and spin is 99.30 kcal per mole. The total charge is -2. The calculation puts the HOMO energy at 0.0458 hartree.

=====

Q: Which formula does entry 3 have?
A: C15H21As2MgN5S5